Entry 1:
Computed, not measured: C22H24N9O4RbS as an isolated structure, with ωB97M-V/def2-TZVPD.

Calculated values
Charge: -2
Largest force on an atom (eV Å⁻¹): 0.7
E_tot (eV): -56297.9119
HOMO level (eV): -1.56
Lowest unoccupied orbital energy (Ha): 0.1447
Gap between HOMO and LUMO (eV): 5.50
Spin multiplicity: 1
Energy relative to the best compared isomer or geometry (same formula, charge and spin) (kJ/mol): 54.50

Positions of all 61 atoms, in Å:
O  -0.390  2.015  2.187
O  1.236  0.494  2.355
N  0.366  -2.194  2.681
H  -3.179  0.100  4.371
H  1.348  1.010  -6.344
H  -3.552  1.664  -4.642
C  -0.521  -1.879  3.713
C  -2.529  0.900  0.231
C  -4.171  0.826  -1.924
C  -2.276  -1.259  5.769
H  2.950  3.047  -2.214
C  4.621  0.149  -1.903
H  -5.804  1.086  -0.557
Rb  0.954  0.497  -0.387
C  1.734  -2.279  2.798
C  -0.370  -2.476  4.962
H  5.434  -0.283  -2.511
C  -2.784  0.703  -2.049
O  2.346  3.396  3.017
N  -0.876  0.479  -3.440
N  1.312  0.015  -6.163
C  -2.149  0.605  -3.390
N  3.460  -0.713  -1.774
H  3.286  2.247  -0.835
H  5.194  2.089  -2.551
C  4.265  1.493  -2.527
C  -3.899  1.037  0.438
N  3.162  2.132  -1.842
N  -1.994  0.713  -0.969
N  1.166  -2.403  0.630
H  5.032  0.326  -0.903
C  -1.243  -2.168  5.986
H  -3.791  -0.085  -4.601
C  -3.195  -0.959  6.831
C  -4.729  0.985  -0.666
H  -1.133  -2.632  6.957
O  2.279  2.845  0.830
C  0.821  1.681  2.259
C  2.201  -2.373  1.531
C  -1.526  -0.941  3.505
N  -3.925  -0.729  7.691
H  -1.565  -0.405  2.570
C  -3.032  0.702  -4.606
C  -2.407  -0.642  4.525
H  3.973  1.323  -3.571
H  -0.928  -2.278  0.962
H  -1.825  0.999  1.060
S  1.076  -1.718  -4.145
C  0.640  -0.271  -4.958
H  3.705  -1.646  -1.471
H  2.233  -2.092  3.731
H  -2.419  0.599  -5.497
C  1.920  2.754  2.044
H  0.428  -3.190  5.116
H  3.229  -2.370  1.206
N  -0.297  0.585  -4.670
C  0.083  -2.287  1.341
H  2.929  -0.804  -2.639
H  -4.283  1.204  1.436
H  2.213  -0.435  -6.184
H  -4.804  0.809  -2.800

***

Entry 2:
Computed, not measured: a 2-piece molecular cluster, C22H24O3 overall at a distorted geometry, with ωB97M-V/def2-TZVPD.

Calculated values
Largest force on an atom (eV Å⁻¹): 1.8
E_tot (eV): -29343.5526
HOMO level (eV): -6.67
Lowest unoccupied orbital energy (Ha): -0.0882
Gap between HOMO and LUMO (eV): 4.27
Spin multiplicity: 1
Energy relative to the best compared isomer or geometry (same formula, charge and spin) (kJ/mol): 241.51

Positions of all 49 atoms, in Å:
O  1.273  1.789  2.470
C  -1.172  0.111  -1.823
C  -0.594  -1.370  2.555
H  -3.576  0.605  1.696
H  -2.092  -2.905  2.757
H  4.952  1.833  -1.122
C  -3.116  -1.265  -3.369
H  5.095  -0.841  2.932
H  3.822  -1.730  3.769
C  -1.750  -1.502  -3.578
H  0.105  -1.932  1.915
C  0.926  0.618  2.444
C  -0.283  0.767  -0.930
C  -3.521  -0.306  -2.425
H  -1.429  -2.250  -4.307
C  1.670  2.065  -0.286
C  -3.011  -0.968  3.081
H  0.254  -0.936  -3.113
H  -0.308  -1.591  3.603
C  3.888  1.599  -1.112
C  -2.025  -1.886  2.353
C  1.121  0.970  -1.025
C  3.387  0.499  -1.821
H  0.979  2.655  0.316
H  -3.347  1.149  3.364
C  -0.433  0.071  2.299
C  3.013  2.382  -0.342
C  3.172  0.071  2.795
C  4.051  -1.147  2.873
H  3.377  3.237  0.230
H  3.930  -1.788  1.996
H  3.484  0.733  1.976
H  -2.876  1.104  -0.913
H  -2.778  -0.982  4.155
C  -0.792  -0.788  -2.866
H  1.697  -0.737  -2.259
C  -1.538  0.995  2.216
O  1.827  -0.394  2.550
C  -2.945  0.474  2.592
H  -4.035  -1.348  2.971
H  -3.863  -1.830  -3.926
O  -1.451  2.150  1.790
H  3.193  0.646  3.735
C  -2.576  0.360  -1.658
H  -2.259  -1.935  1.280
H  4.064  -0.118  -2.415
C  2.038  0.170  -1.765
H  -4.581  -0.085  -2.282
H  -0.765  1.329  -0.129

***

Entry 3:
Computed, not measured: C22H25AuO4 as an isolated structure at a distorted geometry, with ωB97M-V/def2-TZVPD.

Calculated values
Charge: -2
Largest force on an atom (eV Å⁻¹): 5.2
E_tot (eV): -35094.9320
HOMO level (spin up / spin down) (eV): 1.81 / -1.40
Lowest unoccupied orbital energy (spin up / spin down) (Ha): 0.1936 / 0.1297
Gap between HOMO and LUMO (spin up / spin down) (eV): 3.45 / 4.93
Spin multiplicity: 3
Expectation value of S²: 2.06
Energy relative to the best compared isomer or geometry (same formula, charge and spin) (kJ/mol): 40.97

Positions of all 52 atoms, in Å:
H  0.186  1.748  -3.923
C  -0.201  -0.147  4.071
H  -1.131  -0.381  7.385
H  -0.369  1.286  5.693
O  0.070  0.713  3.173
C  0.449  -1.358  -4.474
H  1.673  -2.188  -2.422
O  -0.099  -3.295  2.101
C  -1.632  2.685  0.033
C  0.591  -1.911  -1.956
H  2.799  0.056  -2.299
H  1.625  0.781  -4.147
H  2.598  2.976  0.990
H  -2.531  -0.310  1.265
H  -0.054  -2.771  -2.472
C  -0.901  -0.698  6.365
H  0.196  -0.243  1.943
H  2.534  0.462  2.034
H  -2.289  -0.057  -5.704
H  -1.963  0.724  -4.041
C  2.501  0.714  0.978
H  -1.885  -1.021  -4.172
H  2.808  2.719  -1.722
H  -1.621  3.773  0.016
C  -1.651  1.825  -1.176
C  2.653  0.501  -1.315
H  -1.748  2.190  -2.197
H  2.662  -1.280  0.035
C  -1.998  1.839  1.148
C  -0.134  -0.162  -4.873
C  -1.944  0.485  -0.722
C  2.567  -0.204  -0.088
Au  0.435  2.153  -0.506
H  -0.131  -2.292  -4.530
H  0.981  1.751  -5.603
C  -0.477  0.231  5.439
C  -0.070  -2.075  2.381
O  0.454  -1.541  -0.813
H  -2.147  2.168  2.172
C  2.562  1.910  -1.038
O  0.210  -1.141  1.471
C  0.742  1.162  -4.686
H  -1.385  -2.790  6.742
H  -2.063  -0.390  -1.362
C  -0.305  -1.565  3.761
C  -1.045  -2.055  6.012
C  2.455  2.047  0.437
H  -0.867  -3.505  4.409
H  1.540  -1.480  -4.453
C  -1.726  -0.098  -4.747
C  -2.176  0.527  0.671
C  -0.752  -2.466  4.715

***

Entry 4:
Computed, not measured: C22H25BrN2OSTi as an isolated structure at a distorted geometry, with ωB97M-V/def2-TZVPD.

Calculated values
Charge: +1
Largest force on an atom (eV Å⁻¹): 3.5
E_tot (eV): -132237.6916
HOMO level (spin up / spin down) (eV): -10.87 / -11.14
Lowest unoccupied orbital energy (spin up / spin down) (Ha): -0.1412 / -0.1388
Gap between HOMO and LUMO (spin up / spin down) (eV): 7.02 / 7.37
Spin multiplicity: 2
Expectation value of S²: 0.75
Energy relative to the best compared isomer or geometry (same formula, charge and spin) (kJ/mol): 0.00

Positions of all 53 atoms, in Å:
C  3.404  -3.594  -2.099
H  0.680  2.311  -3.479
C  -2.174  1.112  2.271
H  -2.976  -0.721  0.317
C  1.797  1.614  -1.822
C  -2.378  2.020  -0.135
H  1.741  0.883  -1.020
H  -2.801  0.959  3.155
H  3.842  -0.674  -0.484
C  2.078  -3.794  -1.803
N  0.870  -1.271  2.173
C  -3.059  1.328  1.037
C  0.512  1.616  -2.656
C  1.409  -2.841  -1.025
H  1.096  -0.048  -3.919
H  -1.523  1.967  2.463
Ti  0.483  -0.797  0.245
H  0.114  -3.431  4.619
H  -4.386  0.170  -0.245
H  -2.881  4.751  -2.106
H  0.331  -3.247  2.140
C  -3.721  0.014  0.607
C  0.525  -2.410  2.790
H  0.517  -1.386  5.993
H  0.069  -0.536  -2.579
H  1.531  -4.656  -2.165
S  -0.292  -2.895  -0.604
H  -0.885  3.817  -3.232
C  -1.303  3.318  -2.361
H  1.223  0.722  4.847
C  4.079  -2.459  -1.630
C  0.402  -2.493  4.160
H  1.969  2.586  -1.353
C  0.246  0.252  -3.301
C  -2.422  3.841  -1.737
H  -3.855  2.008  1.343
H  -1.560  0.221  2.166
H  2.664  1.365  -2.439
Br  1.657  1.317  1.957
C  3.381  -1.569  -0.874
C  -2.952  3.185  -0.638
H  -3.836  3.584  -0.147
C  -1.247  1.538  -0.779
N  2.077  -1.758  -0.561
O  -0.621  0.400  -0.251
C  1.121  -0.212  2.925
C  1.011  -0.184  4.295
H  3.932  -4.319  -2.709
H  -0.638  0.291  -3.939
C  0.633  -1.361  4.914
H  -4.313  -0.408  1.427
H  5.122  -2.281  -1.856
C  -0.694  2.154  -1.900